(1)
94
Properties=species:S:1:pos:R:3:forces:R:3:lowdin_charge:R:1 method="wB97M-V/def2-TZVPD" multiplicity=1 total_energy_ev=-100452.09738 charge=+1
Na 1.1827 -4.5457 1.9920 0.331 0.851 -0.454 0.767
Na -3.3920 -3.5930 -0.3807 0.097 1.226 -0.406 0.650
C -0.1677 -0.3754 -0.5158 -0.183 -0.171 0.839 -0.636
F 0.1699 -1.1955 -1.5166 -0.161 -0.177 0.083 0.130
F 0.8783 0.3985 -0.2507 0.248 -0.016 0.085 0.146
F -1.1627 0.4097 -0.9243 -0.113 -0.028 -0.261 0.127
S -0.7503 -1.2529 1.0554 -0.758 1.595 0.268 0.525
O -1.9919 -1.8880 0.6307 0.183 -1.022 -0.333 -0.340
O 0.3308 -2.1666 1.4167 0.088 -0.550 -0.109 -0.332
O -0.9954 -0.1435 1.9603 0.641 -0.940 -0.726 -0.281
C 1.6846 -3.7721 -2.2457 1.423 -1.601 0.962 -0.013
O 2.5325 -2.7923 -1.6455 -0.110 0.684 -0.873 0.013
C 3.0454 -2.9477 -0.4390 -0.855 1.007 0.552 -0.602
O 2.9369 -3.8940 0.3131 -0.522 -0.909 0.155 0.076
O 3.5988 -1.8036 -0.1100 0.025 0.391 -0.593 0.043
C 3.8918 -1.5027 1.2441 0.763 -0.437 0.688 -0.026
H 2.1997 -4.7046 -1.9812 -0.756 -0.351 -0.135 0.104
H 1.7111 -3.7390 -3.3305 0.011 0.737 0.050 0.108
H 0.6738 -3.7454 -1.8442 0.000 0.226 0.016 0.080
H 4.0615 -0.4357 1.3085 -0.004 -0.011 -0.193 0.086
H 4.7950 -2.0245 1.5663 0.018 -0.006 -0.098 0.110
H 3.0949 -1.7685 1.9357 -0.215 -0.126 -0.324 0.080
C -0.3428 8.0166 -0.4910 0.181 0.273 0.647 -0.042
O -0.5214 6.8675 -1.3027 -0.422 0.000 -0.718 0.008
C -0.0974 5.7108 -0.8038 0.537 0.507 0.417 -0.634
O 0.3470 5.5584 0.3036 -0.160 -0.273 0.268 0.127
O -0.1748 4.7916 -1.7456 -1.350 -0.271 -1.390 0.010
C -0.1255 3.4297 -1.3273 2.413 0.622 1.073 -0.038
H -1.0948 8.0873 0.2969 0.072 -0.358 0.072 0.098
H -0.4708 8.9130 -1.0921 0.181 -0.267 -0.380 0.094
H 0.6517 7.9698 -0.0496 -0.078 0.257 0.094 0.097
H -0.7164 3.3100 -0.4214 -0.242 -0.413 -0.279 0.101
H 0.9372 3.3277 -1.0596 -0.264 -0.568 0.440 0.099
H -0.2390 2.7126 -2.1328 -0.846 0.501 -0.269 0.081
C 5.3493 3.8159 -4.7747 -0.382 0.015 0.692 -0.010
O 4.7754 2.5080 -4.6931 0.853 -0.985 -0.250 0.011
C 3.5076 2.3144 -4.4310 -1.179 1.362 0.078 -0.619
O 2.6667 3.1840 -4.3559 0.098 -0.446 0.118 0.114
O 3.2757 1.0141 -4.2715 0.847 -0.451 0.098 0.013
C 1.9565 0.5948 -4.0003 -0.670 0.275 -0.180 -0.053
H 5.9456 3.8545 -5.6794 -0.078 0.084 -0.044 0.096
H 5.9772 3.9084 -3.8896 0.184 0.124 -0.144 0.097
H 4.5809 4.5835 -4.7221 -0.040 -0.034 -0.289 0.093
H 1.6134 0.8478 -2.9952 0.319 0.128 0.089 0.080
H 1.9510 -0.4867 -4.1089 0.051 0.014 -0.070 0.091
H 1.2678 1.0649 -4.7044 -0.026 -0.124 -0.042 0.099
C -1.8805 -0.7480 -4.1129 0.140 0.826 1.082 0.001
O -1.6192 -2.0962 -4.4887 -0.515 -0.206 -0.727 0.051
C -1.8580 -3.0604 -3.6422 0.422 -0.470 0.441 -0.596
O -2.3227 -2.9414 -2.5315 -0.410 -0.311 0.580 0.089
O -1.4281 -4.2048 -4.1725 0.106 0.245 -1.061 0.019
C -1.5436 -5.4248 -3.4799 -1.186 0.085 1.308 -0.034
H -2.5844 -0.5974 -3.2911 0.013 -0.754 0.091 0.093
H -2.3093 -0.1706 -4.9265 0.515 -0.335 -0.454 0.108
H -0.9171 -0.3883 -3.7516 -0.150 0.531 -0.331 0.083
H -1.5714 -6.2637 -4.1669 0.688 0.221 -0.245 0.107
H -2.5095 -5.4986 -2.9630 -0.009 0.265 -0.061 0.090
H -0.7931 -5.4684 -2.6899 0.285 -0.375 -0.309 0.087
C -4.3057 0.4935 0.3845 1.731 -0.204 0.151 -0.021
O -5.2132 0.4679 -0.6970 -0.653 -0.028 -0.332 0.033
C -5.3951 -0.6184 -1.4314 -0.681 0.946 1.305 -0.595
O -4.9342 -1.7045 -1.1929 0.562 -1.151 -0.197 0.096
O -6.2675 -0.2884 -2.3644 -0.145 -0.001 -0.428 0.037
C -6.7898 -1.3068 -3.2012 0.130 -0.687 -0.926 -0.027
H -3.3719 0.8715 -0.0427 -0.103 0.362 0.465 0.090
H -4.0010 -0.4589 0.8242 -0.663 -0.239 -0.335 0.077
H -4.6820 1.1260 1.1824 -0.183 0.190 -0.311 0.107
H -6.1463 -2.1862 -3.2004 -0.091 -0.011 0.221 0.088
H -6.8237 -0.9516 -4.2306 0.145 0.349 0.138 0.098
H -7.8138 -1.5795 -2.9518 0.095 0.109 0.484 0.102
C 5.6702 0.1534 4.1039 1.130 0.080 0.232 -0.044
O 4.3762 0.4834 3.6457 -0.069 -0.150 -0.456 -0.046
C 3.6391 1.3470 4.3810 0.031 -0.877 -0.080 -0.599
O 3.9673 1.8605 5.4000 0.352 0.289 0.276 0.167
O 2.4326 1.4779 3.8605 -0.814 0.590 -0.021 0.043
C 2.0840 0.9066 2.6176 -0.255 -0.363 -1.019 -0.056
H 6.3324 -0.0319 3.2567 -0.359 0.132 -0.275 0.091
H 5.6899 -0.7654 4.6915 -0.377 0.139 0.211 0.098
H 6.1152 0.9712 4.6692 -0.203 -0.059 0.161 0.100
H 2.1512 -0.1758 2.6081 0.120 -0.054 0.360 0.061
H 2.6797 1.2814 1.7837 0.243 0.168 0.218 0.103
H 1.0485 1.1193 2.3633 -0.015 0.409 0.587 0.081
C -3.5287 -2.4654 8.4544 0.312 0.395 0.614 -0.030
O -3.3286 -1.9088 7.1671 -1.092 -0.370 -0.581 0.005
C -2.2936 -1.1508 6.9006 1.371 0.824 -0.333 -0.622
O -1.3734 -0.8596 7.6266 -0.418 -0.316 0.203 0.121
O -2.3968 -0.7473 5.6257 -0.452 -0.323 0.174 -0.012
C -1.3584 0.0840 5.0857 -0.185 -0.386 -0.021 -0.027
H -4.2321 -3.2843 8.3368 0.273 -0.170 -0.101 0.093
H -3.9956 -1.7427 9.1266 0.106 0.153 -0.122 0.100
H -2.5667 -2.7498 8.8796 -0.143 -0.266 0.038 0.097
H -1.8626 0.6435 4.3043 0.196 0.305 0.130 0.086
H -0.6185 -0.5501 4.5979 0.116 0.024 0.140 0.082
H -0.8982 0.6856 5.8641 -0.062 0.127 -0.101 0.099

---

(2)
89
Properties=species:S:1:pos:R:3:forces:R:3:lowdin_charge:R:1 method="wB97M-V/def2-TZVPD" multiplicity=1 smiles="O=C1N[C@@](F)(P(O)O)C[C@H]1I.COC(=O)OC.COC(=O)OC.COC(=O)OC.COC(=O)OC.COC(=O)OC.COC(=O)OC" total_energy_ev=-88086.92168
O -4.4888 -1.0506 -1.2220 -8.665 -0.875 -2.604 -0.058
C -5.7096 -1.1970 -1.7490 3.351 0.174 0.097 -0.302
N -7.0842 -1.1483 -1.0833 2.778 -2.208 -0.161 0.094
C -8.0534 -2.1018 -1.7471 2.219 0.885 -1.889 -0.534
F -8.0263 -3.4273 -1.0847 0.093 2.337 -1.570 -0.088
P -9.9143 -1.6785 -1.8413 -2.603 1.110 0.715 0.978
O -10.5241 -2.5990 -3.2162 2.453 -0.006 1.360 -0.345
O -10.1135 0.0144 -2.3085 1.536 -3.232 -2.042 -0.339
C -7.5731 -2.0866 -3.3145 1.221 -0.260 0.454 -0.186
C -6.0368 -1.4282 -3.3698 -0.016 -1.400 1.712 -0.559
I -6.0930 0.6262 -4.1867 0.087 -1.162 0.308 0.799
H -6.8250 -1.4052 -0.1016 -1.114 0.458 -0.760 0.140
H -10.0834 -3.5094 -3.2527 -0.846 1.773 0.139 0.075
H -9.8608 0.1281 -3.2880 -0.446 0.010 1.901 0.066
H -8.2125 -1.3125 -3.9158 0.831 -2.100 1.019 0.061
H -7.6552 -3.2377 -3.6161 0.352 2.776 0.003 0.147
H -5.2096 -2.0701 -3.9417 -1.922 1.593 1.428 0.115
C -0.2053 -2.6999 4.1028 0.445 -0.355 0.059 -0.052
O -1.2603 -1.7494 3.9699 -0.707 0.067 -0.794 -0.018
C -2.0231 -1.9135 2.8597 0.016 -0.298 -0.383 -0.558
O -1.8749 -2.7769 2.0091 -0.223 1.226 1.246 0.109
O -2.9793 -0.9507 2.8600 0.816 -0.706 0.305 -0.009
C -3.8626 -1.0007 1.7413 -0.147 0.068 -0.497 -0.064
H 0.3389 -2.4742 5.0240 -0.295 0.192 -0.156 0.095
H -0.6077 -3.7151 4.1806 0.070 0.175 -0.183 0.097
H 0.4926 -2.6219 3.2629 -0.206 -0.117 0.086 0.098
H -4.4114 -1.9479 1.7247 0.238 0.057 -0.107 0.096
H -3.3110 -0.8548 0.8070 -0.156 -0.221 0.298 0.075
H -4.5853 -0.1865 1.8447 0.293 -0.053 0.223 0.096
C 1.4738 1.0665 2.6414 -0.625 -0.241 -0.176 -0.037
O 2.7356 1.6218 3.0069 1.098 -0.576 0.356 -0.009
C 3.6748 0.7013 3.3415 -0.277 -0.490 -0.135 -0.565
O 3.5207 -0.5099 3.3505 0.259 1.713 -0.006 0.111
O 4.8153 1.3620 3.6643 -0.906 -0.811 -0.854 -0.083
C 5.8985 0.5137 4.0402 0.528 -0.334 0.185 -0.037
H 0.8003 1.8916 2.3939 0.372 -0.002 0.115 0.099
H 1.5744 0.4273 1.7583 -0.001 0.006 0.241 0.099
H 1.0409 0.5081 3.4778 0.145 -0.013 -0.195 0.096
H 6.1761 -0.1475 3.2129 -0.137 0.057 0.225 0.090
H 5.6426 -0.0668 4.9325 -0.044 -0.011 -0.259 0.104
H 6.7576 1.1474 4.2770 -0.336 0.101 -0.158 0.101
C 9.6851 3.2267 -0.3465 0.420 0.286 0.192 -0.052
O 8.6008 2.5007 -0.9223 -0.707 -0.649 0.567 -0.009
C 7.8773 1.7774 -0.0308 0.061 -0.012 0.384 -0.556
O 8.0813 1.7094 1.1711 -0.301 0.078 -1.672 0.105
O 6.8874 1.1431 -0.7083 0.860 0.596 0.371 -0.006
C 6.0396 0.3382 0.1088 -0.354 -0.314 0.275 -0.044
H 10.1935 3.7678 -1.1492 -0.313 -0.235 -0.027 0.094
H 9.3174 3.9567 0.3818 0.080 -0.256 -0.015 0.099
H 10.4040 2.5436 0.1172 -0.224 0.139 0.059 0.099
H 5.5261 0.9528 0.8552 0.206 -0.109 -0.019 0.090
H 6.6128 -0.4604 0.5907 -0.075 0.232 0.026 0.100
H 5.2853 -0.1210 -0.5363 0.289 0.229 -0.083 0.097
C 1.5851 1.7607 -2.9277 0.400 0.286 0.171 -0.050
O 0.5008 1.0346 -3.5034 -0.601 -0.583 0.472 -0.015
C -0.2227 0.3114 -2.6119 -0.157 -0.151 0.480 -0.556
O -0.0187 0.2433 -1.4100 -0.225 0.139 -1.717 0.108
O -1.2126 -0.3230 -3.2895 1.160 0.734 0.290 -0.030
C -2.0604 -1.1278 -2.4724 -0.248 -0.199 0.469 -0.046
H 2.0935 2.3018 -3.7303 -0.304 -0.231 -0.023 0.095
H 1.2174 2.4907 -2.1994 0.081 -0.256 -0.013 0.099
H 2.3040 1.0775 -2.4639 -0.216 0.136 0.062 0.095
H -2.5739 -0.5133 -1.7259 0.493 -0.235 -0.326 0.074
H -1.4872 -1.9265 -1.9904 -0.054 0.206 0.042 0.110
H -2.8147 -1.5870 -3.1174 0.304 0.295 -0.082 0.082
C 3.4551 3.9542 9.8382 -0.321 -0.005 0.368 -0.055
O 4.4458 3.9776 8.8124 -0.186 -0.168 -0.927 -0.013
C 3.9679 3.7210 7.5686 -0.322 -0.088 -0.317 -0.558
O 2.8050 3.4832 7.2822 1.641 0.337 0.459 0.109
O 5.0080 3.7748 6.6987 -0.720 0.133 1.108 -0.004
C 4.6511 3.5227 5.3411 -0.289 -0.101 -0.346 -0.041
H 3.9484 4.1721 10.7894 0.163 -0.021 -0.349 0.093
H 2.6964 4.7230 9.6597 0.047 -0.260 -0.058 0.098
H 2.9952 2.9632 9.9080 -0.038 0.235 -0.127 0.098
H 3.9402 4.2742 4.9828 0.001 -0.207 0.106 0.108
H 4.2389 2.5144 5.2311 -0.002 0.713 0.282 0.083
H 5.5586 3.5912 4.7348 -0.063 0.006 0.386 0.100
C -4.1609 -3.0938 -8.7402 -0.248 -0.046 -0.449 -0.054
O -3.5010 -2.9888 -7.4801 0.799 0.435 0.178 -0.019
C -2.3206 -2.3207 -7.5219 0.416 0.302 -0.310 -0.560
O -1.8104 -1.8279 -8.5158 -0.814 -0.761 1.445 0.111
O -1.8063 -2.2960 -6.2664 -0.716 -0.187 -0.983 -0.012
C -0.5552 -1.6199 -6.1581 0.667 0.266 0.120 -0.046
H -5.0925 -3.6459 -8.5888 0.261 0.086 0.261 0.092
H -4.4083 -2.1012 -9.1303 0.202 -0.180 -0.009 0.099
H -3.5438 -3.6491 -9.4539 -0.047 0.256 0.086 0.099
H -0.6585 -0.5684 -6.4449 0.050 -0.249 -0.045 0.106
H 0.2060 -2.1162 -6.7686 -0.217 0.164 -0.065 0.101
H -0.2381 -1.6614 -5.1124 -0.365 -0.092 -0.243 0.083

---

(3)
82
Properties=species:S:1:pos:R:3:forces:R:3:mulliken_spin:R:1 method="wB97M-V/def2-TZVPD" multiplicity=6 total_energy_ev=-121404.81602
Mn -0.0673 1.0623 2.6324 0.293 0.831 0.480 4.292
N -2.0543 -2.1711 5.7590 -0.711 -0.638 0.120 -0.003
C -1.3699 -1.1884 5.1100 1.637 0.191 -1.341 -0.005
S -1.7425 0.4314 5.5036 0.279 -0.147 0.311 0.007
N -0.4734 -1.6910 4.2369 -1.159 0.174 0.927 -0.003
N 0.2902 -0.8391 3.5035 1.416 -2.651 0.579 0.010
C 1.3021 -1.5195 2.9947 -0.627 0.053 0.869 -0.002
C 2.2904 -0.8087 2.2165 0.293 0.657 0.098 0.055
C 3.5953 -1.2436 1.8771 -0.546 0.474 0.078 0.025
C 4.4023 -0.3778 1.1372 -1.057 0.547 -0.108 -0.011
C 3.8297 0.8247 0.6593 -0.572 -0.143 0.416 0.007
C 2.4991 1.1557 1.0177 2.238 -0.495 -0.181 -0.015
N 1.8203 0.4104 1.8814 0.512 0.019 -1.706 0.054
H -2.4043 -1.8822 6.6572 -0.114 -0.280 0.006 -0.001
H -1.8065 -3.1486 5.5917 0.115 0.709 0.191 0.000
H 1.3980 -2.5863 3.2373 -0.010 0.465 -0.140 0.001
H 3.9563 -2.2112 2.2257 -0.130 0.254 -0.126 0.002
H 5.4210 -0.6526 0.8963 -0.019 0.066 -0.019 0.000
H 4.3653 1.5419 0.0372 0.045 -0.415 0.070 0.003
H 2.0546 2.0436 0.5675 -0.201 -0.130 0.515 0.009
O -0.5319 3.9500 1.6258 -0.163 0.477 -0.154 -0.063
C -0.3808 2.8589 1.9686 0.256 0.592 -0.353 -0.392
N 1.3083 1.5593 5.5337 -0.296 0.143 -1.278 0.006
C 2.4426 1.9642 6.1189 -0.092 0.231 -0.147 0.007
C 3.1269 2.7520 5.2214 0.427 0.218 -0.541 0.001
C 2.3183 2.7716 4.0617 0.005 -0.492 1.275 0.004
N 1.2232 2.0413 4.2371 0.113 -0.275 1.634 0.009
H 0.5213 0.9786 5.9020 0.517 0.628 -0.553 -0.003
H 2.6683 1.7173 7.1343 0.063 -0.177 0.268 0.001
H 4.1113 3.2164 5.3161 -0.574 -0.188 0.177 0.000
H 2.5081 3.3121 3.1620 -0.107 0.030 -0.511 0.002
N -6.2666 -1.2474 2.1712 -0.367 -0.025 -0.331 0.000
C -5.0521 -1.0240 2.7043 0.728 0.520 0.259 0.000
N -4.8064 -1.4883 3.9383 0.380 0.080 -0.172 0.000
N -4.1910 -0.3388 1.9836 -2.781 -0.842 -0.757 0.007
C -3.0378 0.0397 2.3273 5.628 1.651 0.844 0.026
N -1.9227 0.4362 2.4743 -5.207 -1.765 -0.735 0.025
H -7.0329 -1.5471 2.7494 0.083 -0.003 -0.114 0.000
H -6.4734 -0.7790 1.2990 0.057 -0.095 0.302 0.000
H -5.4987 -2.0071 4.4370 -0.102 -0.180 0.125 0.000
H -3.8621 -1.4732 4.3134 -0.169 0.111 0.075 0.001
C 2.2949 2.4164 -2.6767 0.548 0.581 0.246 0.006
Si 0.4867 2.0216 -2.9917 -0.041 0.051 -0.098 -0.014
C 0.0896 2.2719 -4.8151 0.526 0.558 -0.621 0.001
C -0.5946 3.1619 -2.0117 -0.571 0.618 0.507 -0.005
Si 0.0150 -0.1895 -2.4463 0.066 -0.160 -0.545 0.007
Te -0.3114 -0.9122 -0.1554 -0.094 -0.024 0.546 0.830
Si 1.7067 -1.6050 -3.2033 -0.396 0.238 -0.926 -0.001
C 1.9859 -1.2835 -5.0596 0.308 -0.003 -0.496 0.003
C 1.2049 -3.3861 -2.9785 0.302 -1.068 -0.089 0.003
C 3.2927 -1.2189 -2.3351 1.072 0.147 0.310 0.015
Si -2.0806 -0.7719 -3.3344 0.503 -0.696 -0.317 0.055
C -2.6250 -2.4304 -2.6282 -0.284 -0.572 -0.204 0.026
C -1.8791 -0.9863 -5.1894 0.064 0.156 -0.634 0.006
C -3.3410 0.5545 -3.0219 -0.617 0.411 0.718 0.005
H 2.4114 3.5192 -2.5158 -0.051 -0.791 -0.202 0.000
H 2.9393 2.1243 -3.5259 -0.225 0.076 0.369 0.000
H 2.6715 1.9174 -1.7631 -0.172 0.195 -0.451 0.000
H 0.5289 3.2535 -5.1493 -0.346 -0.829 0.252 0.000
H -0.9914 2.3358 -4.9983 0.213 -0.123 0.062 0.000
H 0.5192 1.4796 -5.4599 -0.241 0.402 0.276 0.000
H -0.3198 4.2356 -2.1040 -0.039 -0.625 0.062 0.000
H -0.5946 2.8926 -0.9418 0.074 0.192 -0.314 0.007
H -1.6440 3.0759 -2.3424 0.335 0.001 0.081 0.000
H 1.0915 -1.5249 -5.6678 0.381 0.107 0.336 -0.001
H 2.8343 -1.8964 -5.4697 -0.648 0.545 0.385 0.001
H 2.2165 -0.2065 -5.2411 -0.051 -0.717 0.115 0.000
H 0.3310 -3.5986 -3.6187 0.270 0.060 0.205 0.001
H 0.9241 -3.6481 -1.9367 0.244 0.192 -0.575 0.000
H 2.0317 -4.0749 -3.3256 -0.775 0.635 0.424 0.000
H 3.5499 -0.1425 -2.3252 -0.222 -0.464 -0.126 0.002
H 4.1324 -1.7436 -2.8515 -0.498 0.232 0.446 0.000
H 3.2575 -1.5330 -1.2802 0.076 -0.031 -0.296 -0.009
H -1.9621 -3.2692 -2.9353 -0.218 0.627 0.135 0.003
H -3.6416 -2.7036 -3.0049 0.577 0.270 0.448 0.001
H -2.5989 -2.4008 -1.5287 -0.294 -0.102 -0.298 -0.001
H -1.3115 -1.8919 -5.4825 -0.243 0.432 0.282 0.000
H -1.3593 -0.1063 -5.6280 -0.380 -0.518 0.145 -0.002
H -2.8846 -1.0674 -5.6460 0.412 0.078 0.061 0.003
H -3.5741 0.6407 -1.9316 0.189 -0.052 -0.744 -0.001
H -4.2833 0.3017 -3.5419 0.330 0.170 0.149 0.001
H -2.9968 1.5465 -3.3583 -0.167 -0.376 0.023 0.001